Record 1
This record from the OMol25 dataset describes C27H23N5PdTe as an isolated structure in a non-equilibrium geometry. The level of theory is wB97M-V/def2-TZVPD.

Output
- Kohn-Sham gap (eV) = 4.65
- max |F| (eV/Å) = 3.35
- multiplicity = 1
- DFT total energy (Eh) = -1712.34651
- LUMO level (Eh) = -0.054
- energy above the lowest of the compared OMol25 structures with the same formula, charge and spin (kcal/mol) = 55.59

Last column: Mulliken charge in e.
Cartesian coordinates (Å):
Pd: -0.010 -2.321 -1.043  0.464
C: 3.889 -2.316 -2.528  -0.758
C: 4.751 -2.320 -1.413  -0.352
C: 4.221 -2.314 -0.159  -0.513
C: 2.810 -2.318 0.032  0.439
N: 2.000 -2.343 -1.074  0.190
C: 2.536 -2.323 -2.302  -0.170
N: 2.378 -2.290 1.282  -0.521
C: 1.116 -2.315 1.669  -0.410
N: -0.011 -2.375 0.903  -0.200
C: -1.138 -2.316 1.669  -0.412
N: -2.400 -2.290 1.282  -0.521
C: -2.831 -2.318 0.033  0.434
C: -4.242 -2.314 -0.159  -0.517
C: -4.773 -2.320 -1.413  -0.353
C: -3.911 -2.316 -2.528  -0.758
C: -2.558 -2.323 -2.302  -0.167
N: -2.021 -2.344 -1.074  0.186
C: -0.720 -2.282 3.043  0.408
C: -1.429 -2.279 4.239  -0.198
C: -0.710 -2.276 5.415  -0.599
C: 0.688 -2.276 5.415  -0.593
C: 1.407 -2.278 4.239  -0.222
C: 0.698 -2.282 3.043  0.450
H: 4.283 -2.313 -3.531  0.404
H: 5.822 -2.327 -1.560  0.398
H: 4.828 -2.312 0.731  0.488
H: 1.833 -2.305 -3.145  0.348
H: -4.849 -2.312 0.731  0.485
H: -5.844 -2.327 -1.560  0.399
H: -4.305 -2.313 -3.531  0.403
H: -1.854 -2.305 -3.144  0.347
H: -2.507 -2.284 4.237  0.548
H: -1.230 -2.276 6.361  0.406
H: 1.208 -2.276 6.361  0.405
H: 2.486 -2.284 4.237  0.544
C: 0.047 6.875 -1.026  -1.494
C: 0.034 5.379 -1.037  0.792
C: 0.173 4.644 0.135  -1.000
C: 0.162 3.262 0.128  0.768
C: 0.316 2.523 1.425  -1.803
C: 0.009 2.579 -1.093  -0.279
Te: -0.018 0.453 -1.005  0.246
C: -0.133 3.306 -2.283  1.058
C: -0.307 2.668 -3.628  -1.597
C: -0.118 4.691 -2.232  -0.659
H: 0.175 7.250 -0.015  0.336
H: -0.887 7.258 -1.435  0.334
H: 0.860 7.244 -1.651  0.334
H: 0.293 5.164 1.076  0.220
H: 0.423 3.224 2.248  0.353
H: 1.193 1.876 1.396  0.336
H: -0.553 1.890 1.610  0.332
H: -0.307 1.583 -3.548  0.171
H: 0.499 2.977 -4.292  0.338
H: -1.248 2.989 -4.073  0.337
H: -0.230 5.248 -3.153  0.396

Record 2
This record from the OMol25 dataset describes one molecule with the formula C27H23NO2S in a non-equilibrium geometry. The level of theory is wB97M-V/def2-TZVPD.

Output
- Kohn-Sham gap (eV) = 7.72
- max |F| (eV/Å) = 1.65
- multiplicity = 1
- SMILES string = CN(C)c1ccc(C2(S(=O)(=O)c3ccccc3)c3ccccc3-c3ccccc32)cc1
- DFT total energy (Eh) = -1646.06530
- LUMO level (Eh) = 0.010
- energy above the lowest of the compared OMol25 structures with the same formula, charge and spin (kcal/mol) = 0.00

Last column: Mulliken charge in e.
Cartesian coordinates (Å):
C: 6.156 1.060 0.984  -0.904
N: 5.437 0.794 -0.244  0.114
C: 6.256 0.607 -1.420  -1.133
C: 4.090 0.552 -0.260  1.347
C: 3.242 1.168 0.699  -1.356
C: 1.867 0.990 0.637  -0.443
C: 1.297 0.114 -0.288  -0.400
C: -0.214 -0.102 -0.288  3.003
S: -0.810 -0.390 1.469  1.829
O: -0.466 0.797 2.235  -0.716
O: -0.188 -1.671 1.726  -0.722
C: -2.556 -0.543 1.953  0.019
C: -3.329 0.606 2.214  -0.212
C: -4.547 0.483 2.900  -0.675
C: -4.966 -0.769 3.373  -0.346
C: -4.148 -1.886 3.191  -0.646
C: -2.931 -1.768 2.515  -0.252
C: -0.828 -1.275 -1.030  -1.321
C: -0.422 -2.595 -1.152  0.220
C: -1.288 -3.511 -1.769  -0.972
C: -2.539 -3.117 -2.252  -0.689
C: -2.948 -1.780 -2.146  -0.507
C: -2.098 -0.865 -1.519  0.075
C: -2.215 0.589 -1.357  0.119
C: -3.157 1.486 -1.852  -0.915
C: -2.869 2.853 -1.803  -0.664
C: -1.664 3.317 -1.260  -0.942
C: -0.751 2.429 -0.676  -0.110
C: -1.028 1.073 -0.755  -0.105
C: 2.137 -0.521 -1.218  -0.816
C: 3.506 -0.258 -1.256  -0.895
H: 5.466 1.345 1.784  0.254
H: 6.712 0.160 1.304  0.306
H: 6.882 1.870 0.817  0.315
H: 5.771 1.017 -2.313  0.387
H: 7.199 1.142 -1.263  0.318
H: 6.474 -0.455 -1.604  0.325
H: 3.662 1.816 1.467  0.202
H: 1.265 1.532 1.362  0.515
H: -2.975 1.583 1.877  0.421
H: -5.176 1.372 3.053  0.358
H: -5.928 -0.868 3.880  0.372
H: -4.457 -2.865 3.568  0.373
H: -2.265 -2.616 2.410  0.440
H: 0.540 -2.912 -0.759  0.624
H: -0.995 -4.557 -1.823  0.389
H: -3.201 -3.852 -2.724  0.385
H: -3.903 -1.425 -2.541  0.407
H: -4.069 1.097 -2.290  0.435
H: -3.579 3.568 -2.215  0.408
H: -1.445 4.386 -1.244  0.392
H: 0.163 2.757 -0.173  0.488
H: 1.700 -1.241 -1.905  0.506
H: 4.129 -0.723 -2.022  0.392

- energy above the lowest of the compared OMol25 structures with the same formula, charge and spin of number 1 (C27H23N5PdTe)?
  55.59 kcal/mol

Repeat the first record exactly.
This record from the OMol25 dataset describes C27H23N5PdTe as an isolated structure in a non-equilibrium geometry. The level of theory is wB97M-V/def2-TZVPD.

Output
- Kohn-Sham gap (eV) = 4.65
- max |F| (eV/Å) = 3.35
- multiplicity = 1
- DFT total energy (Eh) = -1712.34651
- LUMO level (Eh) = -0.054
- energy above the lowest of the compared OMol25 structures with the same formula, charge and spin (kcal/mol) = 55.59

Last column: Mulliken charge in e.
Cartesian coordinates (Å):
Pd: -0.010 -2.321 -1.043  0.464
C: 3.889 -2.316 -2.528  -0.758
C: 4.751 -2.320 -1.413  -0.352
C: 4.221 -2.314 -0.159  -0.513
C: 2.810 -2.318 0.032  0.439
N: 2.000 -2.343 -1.074  0.190
C: 2.536 -2.323 -2.302  -0.170
N: 2.378 -2.290 1.282  -0.521
C: 1.116 -2.315 1.669  -0.410
N: -0.011 -2.375 0.903  -0.200
C: -1.138 -2.316 1.669  -0.412
N: -2.400 -2.290 1.282  -0.521
C: -2.831 -2.318 0.033  0.434
C: -4.242 -2.314 -0.159  -0.517
C: -4.773 -2.320 -1.413  -0.353
C: -3.911 -2.316 -2.528  -0.758
C: -2.558 -2.323 -2.302  -0.167
N: -2.021 -2.344 -1.074  0.186
C: -0.720 -2.282 3.043  0.408
C: -1.429 -2.279 4.239  -0.198
C: -0.710 -2.276 5.415  -0.599
C: 0.688 -2.276 5.415  -0.593
C: 1.407 -2.278 4.239  -0.222
C: 0.698 -2.282 3.043  0.450
H: 4.283 -2.313 -3.531  0.404
H: 5.822 -2.327 -1.560  0.398
H: 4.828 -2.312 0.731  0.488
H: 1.833 -2.305 -3.145  0.348
H: -4.849 -2.312 0.731  0.485
H: -5.844 -2.327 -1.560  0.399
H: -4.305 -2.313 -3.531  0.403
H: -1.854 -2.305 -3.144  0.347
H: -2.507 -2.284 4.237  0.548
H: -1.230 -2.276 6.361  0.406
H: 1.208 -2.276 6.361  0.405
H: 2.486 -2.284 4.237  0.544
C: 0.047 6.875 -1.026  -1.494
C: 0.034 5.379 -1.037  0.792
C: 0.173 4.644 0.135  -1.000
C: 0.162 3.262 0.128  0.768
C: 0.316 2.523 1.425  -1.803
C: 0.009 2.579 -1.093  -0.279
Te: -0.018 0.453 -1.005  0.246
C: -0.133 3.306 -2.283  1.058
C: -0.307 2.668 -3.628  -1.597
C: -0.118 4.691 -2.232  -0.659
H: 0.175 7.250 -0.015  0.336
H: -0.887 7.258 -1.435  0.334
H: 0.860 7.244 -1.651  0.334
H: 0.293 5.164 1.076  0.220
H: 0.423 3.224 2.248  0.353
H: 1.193 1.876 1.396  0.336
H: -0.553 1.890 1.610  0.332
H: -0.307 1.583 -3.548  0.171
H: 0.499 2.977 -4.292  0.338
H: -1.248 2.989 -4.073  0.337
H: -0.230 5.248 -3.153  0.396

- LUMO level of number 2 (C27H23NO2S)?
  0.010 Eh

- What is the multiplicity in the first record?
  1